A molecular structure, C7H16BBeCl16 in a non-equilibrium geometry, computed with ωB97M-V/def2-TZVPD.

For the lowest unoccupied orbital energy, the calculation gives -8.8 eV. The calculation puts the highest occupied orbital energy at -13.0395 eV. The gap between HOMO and LUMO comes out at 0.154 hartree.

Geometry as ORCA input:
```
! wB97M-V def2-TZVPD RIJCOSX def2/J DEFGRID3
* xyz 1 1
Be 1.017 -1.599 -2.081
B 0.577 -0.441 0.132
H 0.449 0.118 1.045
H 0.776 -1.485 0.320
H -0.268 -0.319 -0.529
H 1.392 -0.013 -0.431
C -0.954 2.713 0.869
Cl -0.741 2.429 2.625
Cl 0.110 4.018 0.347
Cl -2.603 3.100 0.481
H -0.721 1.832 0.272
C 3.195 1.847 0.894
Cl 4.224 1.804 -0.562
Cl 3.227 3.413 1.707
Cl 3.581 0.575 2.093
H 2.202 1.656 0.487
C -1.038 -1.499 2.903
Cl -1.149 -0.570 4.428
Cl -1.647 -3.142 3.209
H -1.805 -1.090 2.245
H -0.068 -1.493 2.405
C 1.055 3.154 -3.309
Cl 1.517 3.036 -5.030
Cl 0.918 1.440 -2.751
H 1.773 3.709 -2.705
H 0.068 3.615 -3.265
C -3.297 0.997 -2.147
Cl -4.632 0.887 -3.366
Cl -1.978 -0.125 -2.507
H -2.991 2.043 -2.139
H -3.705 0.813 -1.153
C 3.115 -2.997 1.328
Cl 3.372 -2.300 -0.251
Cl 1.783 -4.136 1.278
H 4.013 -3.502 1.685
H 2.933 -2.188 2.034
C -2.826 -3.391 -0.111
Cl -3.460 -1.769 0.214
Cl -1.197 -3.234 -0.857
H -2.717 -3.866 0.864
H -3.499 -4.040 -0.672
*
```

Okay, here come the Mulliken numbers, in e, for every atom: atom 1 (Be): 0.912, atom 2 (B): 1.768, atom 3 (H): -0.350, atom 4 (H): -0.516, atom 5 (H): -0.485, atom 6 (H): -0.348, atom 7 (C): 1.207, atom 8 (Cl): -0.072, atom 9 (Cl): -0.108, atom 10 (Cl): -0.141, atom 11 (H): -0.945, atom 12 (C): 1.090, atom 13 (Cl): -0.137, atom 14 (Cl): -0.095, atom 15 (Cl): -0.149, atom 16 (H): -0.753, atom 17 (C): 0.623, atom 18 (Cl): -0.159, atom 19 (Cl): -0.194, atom 20 (H): -0.106, atom 21 (H): -0.251, atom 22 (C): -0.412, atom 23 (Cl): -0.137, atom 24 (Cl): -0.022, atom 25 (H): 0.315, atom 26 (H): 0.297, atom 27 (C): -0.210, atom 28 (Cl): -0.151, atom 29 (Cl): -0.045, atom 30 (H): 0.246, atom 31 (H): 0.179, atom 32 (C): -0.127, atom 33 (Cl): -0.089, atom 34 (Cl): -0.108, atom 35 (H): 0.399, atom 36 (H): 0.033, atom 37 (C): -0.383, atom 38 (Cl): -0.089, atom 39 (Cl): -0.084, atom 40 (H): 0.181, atom 41 (H): 0.418

A single C2H6Cl2N2P2 molecule in a non-equilibrium geometry, computed with ωB97M-V/def2-TZVPD.

For the lowest unoccupied orbital energy, the calculation gives 0.3 eV. The calculation puts the highest occupied orbital energy at -7.8648 eV. The gap between HOMO and LUMO comes out at 0.301 hartree. As for the SMILES: CN1NP(Cl)CP1Cl.

Geometry as ORCA input:
```
! wB97M-V def2-TZVPD RIJCOSX def2/J DEFGRID3
* xyz 0 1
C 0.837 1.104 1.429
C -0.212 -1.362 -1.530
N -1.183 0.108 0.069
N -0.189 -0.807 -0.212
P -1.001 0.636 1.691
P 1.704 0.319 0.055
Cl -0.985 -1.006 2.664
Cl 1.360 1.652 -1.393
H 0.719 2.181 1.148
H 1.471 1.219 2.424
H -0.797 -0.731 -2.263
H 0.848 -1.616 -1.660
H -0.858 -2.227 -1.619
H -1.717 0.531 -0.802
*
```

Okay, here come the Mulliken numbers, in e, for every atom: atom 1 (C): -0.561, atom 2 (C): -0.790, atom 3 (N): -0.076, atom 4 (N): -0.378, atom 5 (P): 0.125, atom 6 (P): 0.200, atom 7 (Cl): -0.153, atom 8 (Cl): -0.202, atom 9 (H): 0.315, atom 10 (H): 0.381, atom 11 (H): 0.252, atom 12 (H): 0.311, atom 13 (H): 0.311, atom 14 (H): 0.267

2 unconnected molecules or ions with the total composition C9H13PS2 in a non-equilibrium geometry, computed with ωB97M-V/def2-TZVPD.

For the lowest unoccupied orbital energy (alpha / beta), the calculation gives 0.6 / -3.1 eV. The calculation puts the highest occupied orbital energy (alpha / beta) at -7.0027 / -8.8248 eV. The gap between HOMO and LUMO (alpha / beta) comes out at 0.280 / 0.212 hartree. As for the expectation value of S²: 2.009.

Geometry as ORCA input:
```
! wB97M-V def2-TZVPD RIJCOSX def2/J DEFGRID3
* xyz 0 3
C -3.047 1.435 1.154
C -2.115 0.813 2.052
C -2.656 2.100 0.036
C -0.859 0.633 1.559
C -1.356 1.892 -0.392
C -0.476 1.120 0.282
C 0.925 -0.986 -2.194
C 1.433 -1.755 0.228
C 1.698 -0.703 -0.958
P 1.229 1.066 -0.395
S 1.497 2.416 -1.770
S 2.476 1.302 2.261
H -4.061 1.575 1.506
H -2.221 0.302 2.983
H -3.456 2.600 -0.417
H 0.066 0.296 2.060
H -1.082 2.308 -1.344
H 0.051 -1.548 -2.068
H 0.660 -0.085 -2.541
H 1.540 -1.423 -2.913
H 1.565 -2.704 -0.307
H 0.433 -1.634 0.389
H 2.129 -1.620 0.978
H 2.721 -0.589 -1.273
H 3.468 2.073 1.666
*
```

Okay, here come the Mulliken numbers, in e, for every atom: atom 1 (C): -0.415, atom 2 (C): -0.738, atom 3 (C): -0.771, atom 4 (C): -0.032, atom 5 (C): -0.200, atom 6 (C): 0.741, atom 7 (C): -1.728, atom 8 (C): -1.577, atom 9 (C): 0.478, atom 10 (P): -0.031, atom 11 (S): -0.369, atom 12 (S): -0.150, atom 13 (H): 0.338, atom 14 (H): 0.375, atom 15 (H): 0.400, atom 16 (H): 0.112, atom 17 (H): 0.254, atom 18 (H): 0.391, atom 19 (H): 0.541, atom 20 (H): 0.445, atom 21 (H): 0.430, atom 22 (H): 0.477, atom 23 (H): 0.363, atom 24 (H): 0.469, atom 25 (H): 0.199

A single F2H2O2Si molecule in a non-equilibrium geometry, computed with ωB97M-V/def2-TZVPD.

For the lowest unoccupied orbital energy, the calculation gives 0.3 eV. The calculation puts the highest occupied orbital energy at -12.5396 eV. The gap between HOMO and LUMO comes out at 0.472 hartree. As for the SMILES: O[Si](O)(F)F.

Geometry as ORCA input:
```
! wB97M-V def2-TZVPD RIJCOSX def2/J DEFGRID3
* xyz 0 1
O 0.928 1.256 0.039
O 0.487 -1.354 0.276
F -1.442 0.171 0.974
F -1.031 0.068 -1.389
Si -0.203 0.030 -0.021
H 0.807 2.065 -0.561
H 0.454 -2.235 0.682
*
```

Okay, here come the Mulliken numbers, in e, for every atom: atom 1 (O): -0.493, atom 2 (O): -0.474, atom 3 (F): -0.264, atom 4 (F): -0.257, atom 5 (Si): 0.756, atom 6 (H): 0.343, atom 7 (H): 0.387

A molecular structure, ClKO4 in a non-equilibrium geometry, computed with ωB97M-V/def2-TZVPD.

For the lowest unoccupied orbital energy, the calculation gives -1.4 eV. The calculation puts the highest occupied orbital energy at -9.2877 eV. The gap between HOMO and LUMO comes out at 0.290 hartree.

Geometry as ORCA input:
```
! wB97M-V def2-TZVPD RIJCOSX def2/J DEFGRID3
* xyz 0 1
K 1.099 2.511 -1.411
Cl -0.226 -0.508 0.303
O 0.056 -0.172 -1.100
O -0.048 -1.947 0.449
O 0.694 0.241 1.108
O -1.575 -0.126 0.651
*
```

Okay, here come the Mulliken numbers, in e, for every atom: atom 1 (K): 0.961, atom 2 (Cl): 1.639, atom 3 (O): -0.727, atom 4 (O): -0.624, atom 5 (O): -0.657, atom 6 (O): -0.592

A single CH4Cl4N2P2 molecule in a non-equilibrium geometry, computed with ωB97M-V/def2-TZVPD.

For the lowest unoccupied orbital energy (alpha / beta), the calculation gives 0.1 / -2.4 eV. The calculation puts the highest occupied orbital energy (alpha / beta) at -4.2317 / -9.9169 eV. The gap between HOMO and LUMO (alpha / beta) comes out at 0.159 / 0.276 hartree. As for the expectation value of S²: 2.008.

Geometry as ORCA input:
```
! wB97M-V def2-TZVPD RIJCOSX def2/J DEFGRID3
* xyz 0 3
C -1.749 -0.215 -0.511
N 0.647 -1.478 -0.906
N 0.772 0.567 0.839
P -0.280 0.933 -0.342
P 1.410 -1.037 0.297
Cl -1.064 2.613 0.306
Cl 0.551 1.260 -2.037
Cl 1.542 -1.816 2.142
Cl 3.324 -0.367 0.041
H -2.214 0.103 -1.458
H -1.079 -1.230 -0.450
H -2.481 -0.262 0.292
H 0.620 0.929 1.787
*
```

Okay, here come the Mulliken numbers, in e, for every atom: atom 1 (C): -0.860, atom 2 (N): -0.582, atom 3 (N): -0.328, atom 4 (P): 0.816, atom 5 (P): 0.472, atom 6 (Cl): -0.220, atom 7 (Cl): -0.099, atom 8 (Cl): -0.313, atom 9 (Cl): -0.265, atom 10 (H): 0.335, atom 11 (H): 0.376, atom 12 (H): 0.352, atom 13 (H): 0.314